Entry 1:
Entry from OMol25: a cluster of 9 separate species, C42H45BF8O27 in total (ωB97M-V/def2-TZVPD).

Each line ends with the Mulliken charge.
Element x y z (Å)
C -3.822960 1.403703 0.823053  -1.515
C -3.501495 0.944547 -0.569798  1.165
C -4.276087 1.367791 -1.640094  -1.465
C -4.000334 0.931139 -2.923745  -0.771
C -2.945062 0.065113 -3.224960  0.471
C -2.803857 -0.359923 -4.695748  1.639
C -1.475857 -0.956977 -5.135263  -1.696
C -3.020145 0.901293 -5.574371  -1.585
C -2.185501 -0.342812 -2.128965  0.871
O -1.125793 -1.229899 -2.255283  -0.554
C 0.113877 -0.525114 -2.351264  -0.695
B 0.807488 -0.176558 -0.997774  1.072
O 2.096515 0.409425 -1.075316  -0.490
C 2.254488 1.605031 -0.457936  0.131
O 3.195222 1.783252 0.271396  -0.542
C 1.230346 2.655112 -0.652109  0.295
C 0.976945 3.511368 0.415577  -0.690
C -0.003365 4.471290 0.287885  -0.650
C -0.731511 4.612226 -0.880948  -0.555
C -0.457089 3.786348 -1.955596  -0.591
C 0.521722 2.817474 -1.830349  0.152
C -2.463004 0.088517 -0.845837  -0.575
H -3.352531 2.358461 1.034608  0.127
H -4.895556 1.483040 0.954651  0.567
H -3.489329 0.653266 1.537814  0.359
H -5.120215 2.020016 -1.474390  0.524
H -4.665266 1.269087 -3.700886  0.344
H -3.607898 -1.047037 -4.938102  0.087
H -1.567984 -1.278470 -6.170432  0.634
H -0.699151 -0.195015 -5.125240  0.301
H -1.159449 -1.814424 -4.557873  -0.078
H -4.065464 1.090655 -5.792348  0.409
H -2.445874 0.829843 -6.493116  0.401
H -2.647383 1.778848 -5.048903  0.355
H 0.810357 -1.170611 -2.901037  0.273
H -0.038552 0.340933 -2.987698  0.013
H 0.418187 -0.393030 0.109088  -0.278
H 1.540353 3.420734 1.329894  0.585
H -0.200593 5.128664 1.120843  0.455
H -1.495645 5.366750 -0.976108  0.458
H -0.990156 3.852182 -2.888782  0.438
H 0.744834 2.181806 -2.671238  0.549
H -1.860977 -0.279617 -0.026413  0.110
C 5.516762 1.967406 2.151265  -0.106
C 5.796982 3.033689 3.183704  0.296
O 5.811852 2.287834 4.390582  -0.349
C 6.202931 1.018485 4.087888  0.543
O 6.557692 0.210930 4.875388  -0.508
O 6.129621 0.812093 2.748244  -0.257
F 4.807210 3.956930 3.243715  -0.276
H 4.455113 1.785969 2.027621  0.139
H 5.953836 2.180438 1.179777  0.252
H 6.752856 3.546592 3.066520  0.270
C 5.651653 -1.778770 -0.292324  -0.184
C 6.652226 -1.981962 0.823115  0.633
O 7.881261 -2.063306 0.114905  -0.334
C 7.737385 -1.340075 -1.025297  0.658
O 8.631925 -0.991935 -1.723551  -0.546
O 6.434644 -1.068130 -1.259143  -0.306
F 6.441819 -3.144100 1.487147  -0.306
H 5.325827 -2.729896 -0.715800  0.252
H 4.782215 -1.197699 0.005595  0.049
H 6.701898 -1.161997 1.537784  0.140
C -4.756864 -4.227246 -0.988443  -0.417
C -5.437939 -2.883087 -0.862455  0.217
O -5.020944 -2.221321 -2.042405  -0.148
C -4.782528 -3.174783 -2.982350  0.586
O -4.657126 -2.965244 -4.140269  -0.511
O -4.708918 -4.401154 -2.407573  -0.331
F -5.003302 -2.192314 0.218790  -0.239
H -3.742403 -4.196088 -0.588152  0.281
H -5.307682 -5.036962 -0.517919  0.312
H -6.528229 -2.926770 -0.841439  0.239
C -4.638623 4.564079 4.895457  -0.373
C -4.688633 3.097861 4.535679  0.548
O -5.321865 3.114557 3.264952  -0.303
C -5.020785 4.311703 2.684676  0.606
O -5.160667 4.555742 1.534188  -0.498
O -4.530225 5.175280 3.603189  -0.353
F -5.444037 2.392195 5.409244  -0.298
H -5.560183 4.887768 5.380293  0.265
H -3.789818 4.824802 5.521778  0.240
H -3.712647 2.619800 4.446996  0.136
C 9.089840 -2.413241 -4.286596  -0.407
C 10.018692 -2.574041 -5.467642  0.359
O 9.323149 -3.503266 -6.280972  -0.321
C 7.991193 -3.353526 -6.024852  0.642
O 7.121752 -3.788173 -6.699838  -0.511
O 7.808224 -2.632640 -4.893624  -0.276
F 11.216198 -3.102108 -5.112722  -0.282
H 9.269127 -3.176921 -3.529205  0.268
H 9.139910 -1.436700 -3.826524  0.269
H 10.191439 -1.658994 -6.036513  0.268
C -4.418504 1.504550 9.924923  -0.449
C -4.958340 1.570883 8.513220  0.505
O -4.544400 2.858876 8.096686  -0.243
C -3.408892 3.168221 8.785661  0.652
O -2.670227 4.047045 8.498606  -0.515
O -3.249994 2.326674 9.833809  -0.340
F -6.310586 1.501515 8.480956  -0.309
H -5.118594 1.940290 10.638835  0.283
H -4.158435 0.498245 10.240765  0.294
H -4.546605 0.823671 7.833120  0.139
C 0.205449 -0.397144 4.215216  -0.451
C -0.594489 0.214702 3.085767  0.353
O -1.903994 0.234230 3.620929  -0.112
C -1.791244 0.321198 4.978112  0.434
O -2.678126 0.607784 5.707902  -0.517
O -0.526734 0.041647 5.364860  -0.317
F -0.577270 -0.558054 1.969581  -0.383
H 0.191133 -1.486733 4.167967  0.286
H 1.234411 -0.050249 4.255294  0.309
H -0.298464 1.230687 2.817266  0.305
C -0.575375 -4.832372 -4.045336  -0.029
C -0.678045 -6.315107 -4.322422  0.282
O -1.216441 -6.340599 -5.628266  -0.321
C -0.825681 -5.192959 -6.258820  0.641
O -0.887494 -5.007171 -7.423290  -0.505
O -0.347875 -4.301425 -5.352875  -0.296
F -1.532040 -6.935865 -3.470345  -0.272
H -1.509290 -4.432572 -3.645687  -0.043
H 0.242257 -4.574526 -3.377033  0.285
H 0.275827 -6.845567 -4.315175  0.249

Cartesian forces, eV/Å:
C 0.1 -0.7 -0.1
C -0.5 0.4 0.0
C 0.0 -0.1 -0.3
C -0.1 0.1 0.4
C -0.2 -0.3 -0.3
C 0.2 1.0 -0.1
C -0.1 -0.2 -0.1
C 0.2 0.0 0.3
C 0.0 -0.3 -0.3
O 0.1 0.0 -0.1
C 0.0 -0.8 0.2
B 0.4 0.2 -0.1
O -1.0 0.4 -0.4
C 0.7 -0.2 0.7
O 0.2 -0.1 -0.1
C -0.2 0.0 0.1
C 0.0 0.0 -0.1
C -0.1 0.3 0.4
C 0.0 0.0 -0.3
C 0.1 -0.2 0.1
C 0.0 -0.4 -0.3
C 0.2 0.0 0.5
H 0.0 0.2 0.1
H -0.2 0.3 0.0
H 0.2 0.1 0.2
H -0.1 0.1 0.1
H 0.0 0.0 -0.2
H 0.0 -0.3 0.2
H 0.0 -0.1 -0.1
H 0.2 0.1 0.1
H 0.1 -0.1 0.1
H -0.1 0.0 -0.2
H -0.2 -0.1 -0.3
H 0.1 0.1 0.0
H 0.0 -0.1 -0.1
H 0.2 0.2 -0.1
H 0.0 0.0 -0.4
H 0.1 0.0 0.1
H -0.1 0.1 0.1
H -0.1 0.1 0.1
H -0.2 0.2 -0.1
H 0.1 0.0 -0.1
H 0.1 -0.1 -0.1
C 0.1 0.0 -0.2
C -0.2 -0.1 0.1
O 0.3 0.0 -0.1
C -0.1 -0.1 0.1
O -0.1 0.0 0.0
O 0.0 0.2 0.0
F 0.0 0.0 0.1
H -0.1 0.1 0.1
H 0.1 -0.2 0.0
H -0.1 0.1 0.0
C -0.2 0.1 0.0
C 0.0 -0.3 0.0
O -0.1 0.3 0.0
C 0.0 -0.1 -0.1
O 0.0 0.0 0.1
O 0.0 0.0 0.1
F 0.1 0.0 -0.1
H 0.1 -0.1 0.1
H 0.1 0.2 -0.1
H 0.0 -0.1 0.1
C 0.0 -0.2 0.1
C 0.3 0.2 0.1
O -0.3 -0.2 0.0
C 0.2 0.0 0.0
O 0.0 -0.1 0.0
O 0.0 0.1 0.1
F 0.0 0.0 -0.1
H 0.0 0.1 0.0
H 0.0 -0.1 -0.2
H 0.0 0.1 0.1
C 0.2 0.1 0.1
C -0.2 0.0 0.2
O 0.3 0.1 0.0
C -0.2 0.0 -0.1
O 0.0 0.0 -0.1
O 0.0 -0.1 0.1
F -0.1 -0.1 -0.2
H -0.1 -0.1 0.0
H 0.1 0.1 -0.1
H 0.0 -0.1 0.1
C 0.0 0.1 -0.1
C 0.0 -0.3 0.1
O -0.1 0.3 -0.1
C -0.1 -0.1 0.1
O 0.0 -0.1 0.0
O 0.1 0.0 0.0
F 0.0 0.0 0.0
H 0.1 0.0 -0.1
H -0.2 0.1 0.0
H 0.1 0.0 0.0
C 0.1 -0.2 0.1
C -0.2 0.0 0.0
O 0.3 -0.1 0.0
C -0.1 0.0 0.1
O 0.0 0.1 0.0
O -0.1 0.0 -0.1
F 0.0 0.1 0.0
H -0.1 0.0 -0.1
H 0.2 0.1 0.0
H -0.1 0.0 -0.1
C 0.2 0.0 0.1
C 0.0 -0.2 -0.1
O 0.1 0.3 0.1
C 0.1 -0.2 0.0
O -0.2 0.1 0.1
O -0.1 0.0 -0.1
F -0.2 0.0 0.4
H -0.1 0.0 -0.1
H -0.1 0.1 0.2
H 0.0 0.0 -0.1
C 0.1 0.2 0.2
C -0.3 0.1 0.0
O 0.3 0.0 0.0
C -0.1 0.1 0.0
O 0.0 0.0 0.0
O 0.0 -0.2 0.1
F 0.0 0.0 0.0
H -0.1 -0.1 0.0
H 0.1 0.1 -0.2
H 0.0 -0.1 0.1

Output
Charge: 0
Structure (SMILES): Cc1ccc(C(C)C)c(OCBOC(=O)c2ccccc2)c1.O=C1OC[C@@H](F)O1.O=C1OC[C@@H](F)O1.O=C1OC[C@@H](F)O1.O=C1OC[C@@H](F)O1.O=C1OC[C@@H](F)O1.O=C1OC[C@@H](F)O1.O=C1OC[C@@H](F)O1.O=C1OC[C@@H](F)O1

---

Entry 2:
Entry from OMol25: an isolated molecule of C3H4ClFN2 (ωB97M-V/def2-TZVPD).

Each line ends with the Mulliken charge.
Element x y z (Å)
C 1.695707 -0.034209 -0.097302  0.594
C 0.376881 -0.665659 -0.036841  -0.437
C -0.708154 0.023488 0.129462  0.366
H 2.437317 -1.831104 0.620590  0.239
H 3.601829 -0.623304 0.072006  0.283
H 1.043620 1.812195 -0.159660  0.315
H 0.262336 -1.711237 -0.144035  0.354
N 2.624258 -0.956812 0.017488  -0.480
N 1.808875 1.225244 -0.108794  -0.823
F -0.792038 1.439772 0.127849  -0.263
Cl -2.319723 -0.495602 -0.051312  -0.148

Cartesian forces, eV/Å:
C -3.5 2.0 1.0
C 0.0 0.2 0.1
C -2.4 3.1 -1.0
H 0.3 2.2 -1.6
H -1.0 -0.3 0.0
H -1.8 0.6 -0.3
H -0.1 -0.9 -0.1
N 3.9 -3.2 1.3
N 4.3 -0.9 -0.2
F 0.4 -2.3 0.5
Cl -0.2 -0.6 0.3

Output
Charge: 0
ΔE to the lowest compared entry with this formula, charge and spin, kcal per mole: 17.99
Structure (SMILES): [H]/N=C(N)\C=C(/F)Cl

---

DFT total energy for the records above, in order: -4482.83949, -786.23188 Ha
HOMO-LUMO gap for the records above, in order: 8.27, 10.00 eV